Entry 1:
{
  "formula": "C3H9N2OS2",
  "method": "ωB97M-V/def2-TZVPD",
  "de_lowest_ev": 0.582,
  "total_charge": 1,
  "e_homo_ev": -13.59,
  "elements": ["N", "C", "O", "C", "N", "C", "S", "S", "H", "H", "H", "H", "H", "H", "H", "H", "H"],
  "positions_angstrom": [[-0.0773, -2.5784, -2.0907], [0.5049, -2.0794, -0.9686], [0.8503, -2.8109, -0.0665], [0.6120, -0.5565, -0.7982], [1.4083, -0.4290, 0.5891], [-0.6504, 0.1894, -0.5780], [-0.4111, 1.9924, -0.1353], [-0.8504, 1.9356, 1.9064], [-0.4993, -1.9787, -2.7751], [-0.1712, -3.5717, -2.2051], [1.3210, -0.1039, -1.5512], [1.8690, 0.4797, 0.5841], [0.6624, -0.4392, 1.2902], [2.1168, -1.1387, 0.7448], [-1.3232, -0.1873, 0.2031], [-1.0724, 0.1340, -1.5681], [-2.2485, 2.3154, 1.8580]],
  "forces_ev_per_a": [[0.3, 1.3, 0.3], [-1.3, -1.3, -0.5], [0.6, 0.3, 0.3], [3.1, -0.2, 1.7], [-0.7, 0.6, -1.6], [-0.4, 1.1, -0.4], [-0.2, -0.7, 0.4], [-1.7, 0.7, -0.7], [0.0, 0.0, -0.2], [0.0, -0.2, 0.2], [-1.0, -0.4, 0.6], [-0.2, 0.2, 0.2], [0.5, -0.2, 0.4], [-0.3, -0.6, 0.0], [0.2, -0.4, -0.5], [-1.1, 0.3, -0.2], [2.0, -0.6, 0.0]]
}

Entry 2:
{
  "formula": "C3H9N2PS",
  "method": "ωB97M-V/def2-TZVPD",
  "de_lowest_ev": 0.183,
  "e_homo_ev": -8.67,
  "elements": ["C", "C", "N", "P", "C", "N", "S", "H", "H", "H", "H", "H", "H", "H", "H", "H"],
  "positions_angstrom": [[-1.9140, -1.6775, -1.3680], [-0.7926, -0.7389, -1.2119], [-0.6018, -0.1698, -0.0782], [0.9391, 0.6751, 0.1542], [0.7165, 2.1523, 1.0778], [1.6142, -0.4406, 1.4404], [2.1808, 0.7454, -1.3574], [-2.8162, -1.1721, -1.9391], [-1.5175, -2.5647, -1.9002], [-2.3008, -1.9866, -0.3358], [-0.0443, -0.5964, -1.9616], [-0.2999, 2.5044, 0.8269], [0.6625, 1.9179, 2.1250], [1.4483, 2.9070, 0.9961], [1.5422, -1.4261, 1.2036], [1.1835, -0.1293, 2.3283]],
  "forces_ev_per_a": [[-2.1, -0.2, 0.1], [0.3, 0.8, 2.1], [0.7, 1.0, -0.3], [1.9, -4.0, 0.5], [-2.3, 0.0, 0.6], [-1.1, 2.7, -1.1], [-0.8, 0.2, 0.3], [1.9, -1.2, 0.9], [-0.7, 0.4, 0.0], [0.5, 0.5, -1.5], [0.3, 0.0, -1.0], [0.5, 0.3, 0.0], [-0.1, -0.3, 0.6], [0.8, 0.6, -0.7], [-0.2, 0.3, 0.3], [0.3, -1.1, -0.6]]
}